DFT (ωB97M-V with the def2-TZVPD basis set) results for a 3-piece molecular cluster, C21H44N3O6Si overall in a non-equilibrium geometry.

The geometry in XYZ format:
```
75
Properties=species:S:1:pos:R:3:forces:R:3:mulliken_charge:R:1
C -1.9063 2.6583 -0.5160 1.0674 -0.1734 -0.4501 -0.9970
Si -0.4069 2.9700 -1.6006 -1.4079 0.7580 -0.2409 0.0612
C 0.1693 4.7261 -1.4363 0.4337 -0.4850 0.0852 -1.1722
C -0.8342 2.4800 -3.3389 0.4645 -0.3514 0.6000 -0.8837
N 0.8935 1.8425 -0.9166 0.3347 -0.4152 -0.0266 0.2090
C 1.9933 2.2899 -0.2904 0.4816 -0.2061 0.3118 -0.0014
C 2.9338 1.4313 0.2495 -0.2030 0.1804 -0.1541 -0.8149
C 2.7415 0.0658 0.1385 -0.5208 0.1026 -0.0611 0.2906
C 3.7679 -0.9075 0.6199 0.1908 0.2352 0.0952 0.1852
O 4.7295 -1.1001 -0.0421 0.7212 -0.1673 -0.4799 -0.4662
O 3.5780 -1.4920 1.7968 -0.4606 -0.1544 0.2766 -0.2713
C 1.6090 -0.3989 -0.5185 -0.0659 0.2443 -0.0518 -0.5512
C 0.7092 0.5092 -1.0360 0.2480 -0.1997 0.1637 -0.0694
H -2.6702 3.3853 -0.7653 -0.1867 0.1430 0.0911 0.3840
H -2.2794 1.6636 -0.7387 -0.2479 -0.1753 0.1646 0.3488
H -1.6164 2.7294 0.5277 -0.2655 0.0359 0.2354 0.3788
H 0.3071 4.9926 -0.3925 0.0435 0.1527 0.1670 0.3525
H 1.0904 4.9219 -1.9788 0.1628 0.0757 -0.0513 0.3770
H -0.5858 5.3884 -1.8471 -0.2357 0.0190 -0.0771 0.3821
H -1.6616 3.1231 -3.6214 -0.0456 0.2380 -0.2151 0.2284
H -0.0165 2.5563 -4.0470 0.0302 0.1274 -0.1935 0.4751
H -1.2293 1.4674 -3.3704 -0.0568 -0.1758 -0.1327 0.3187
H 2.1487 3.3515 -0.2031 -0.2329 0.2130 -0.1423 0.4564
H 3.8100 1.8327 0.7285 0.1187 0.1058 0.0808 0.5005
H 2.6946 -1.2970 2.1409 0.0858 -0.0371 0.2205 0.3517
H 1.4721 -1.4609 -0.6322 -0.2793 -0.1227 -0.1354 0.4929
H -0.1743 0.1783 -1.5555 -0.1633 0.0358 -0.1043 0.4586
C -2.6458 1.3452 -6.5679 0.0278 -0.1227 0.0609 -0.7962
O -3.1331 1.0224 -5.2756 0.0409 0.1671 -0.0835 -0.3057
C -4.0599 1.9594 -4.7371 -0.0508 -0.0910 0.2022 -0.5322
C -5.4768 1.4230 -4.7260 -0.0586 -0.0786 -0.1983 -0.2877
N -6.0276 1.3227 -6.0683 0.0845 -0.1375 0.0687 -0.3071
C -7.3046 0.6150 -6.1724 0.0615 0.1429 -0.1005 -0.7369
C -7.3925 -0.8383 -5.7144 -0.1461 -0.0311 0.0463 -0.4411
O -6.7123 -1.7670 -6.5358 0.0710 0.0474 0.0204 -0.4279
C -5.3249 -1.8926 -6.3082 -0.0742 -0.0873 -0.1382 -0.4970
H -1.7910 0.6999 -6.7648 -0.0108 -0.0160 0.0363 0.2449
H -3.3912 1.1657 -7.3472 -0.0165 0.0865 -0.0183 0.3257
H -2.3194 2.3877 -6.6211 -0.0217 0.0263 -0.0203 0.3491
H -4.0040 2.9172 -5.2641 -0.0307 -0.0438 -0.1082 0.4442
H -3.7587 2.1321 -3.6977 -0.0360 0.0171 0.0100 0.1591
H -6.1009 2.1056 -4.1406 -0.0200 -0.0122 0.0174 0.3455
H -5.4584 0.4584 -4.2009 0.0220 0.0139 0.0958 0.1748
H -5.3556 0.8762 -6.6761 0.0190 -0.0454 -0.0150 0.0957
H -7.5978 0.6428 -7.2237 -0.0369 0.0166 0.0074 0.3782
H -8.0559 1.1905 -5.6225 -0.0022 -0.0202 0.0467 0.3995
H -8.4452 -1.1228 -5.7708 -0.0038 -0.0040 -0.0003 0.3548
H -7.0939 -0.9682 -4.6662 0.1123 0.0431 -0.0144 0.3294
H -5.0743 -1.7796 -5.2495 0.0105 0.0615 0.0282 0.2573
H -4.7508 -1.1739 -6.9006 0.0704 0.0656 0.0931 0.1370
H -5.0285 -2.8910 -6.6295 -0.0395 -0.0035 0.0118 0.3255
C 5.9517 -2.5261 9.1464 -0.0735 0.0661 0.0276 -0.6914
O 5.4814 -1.4151 8.4055 0.0024 -0.1583 -0.0243 -0.3463
C 6.1601 -1.1781 7.1813 0.0187 0.1970 -0.0156 -0.8341
C 5.2927 -1.5056 5.9826 -0.0704 -0.1742 0.0028 -0.1261
N 5.0657 -2.9380 5.8488 -0.1847 0.1124 0.0650 -0.3068
C 4.0530 -3.3257 4.8718 0.2027 -0.0849 0.1207 -0.7366
C 2.6228 -2.8161 5.0460 -0.1048 0.0181 -0.1987 -0.3394
O 1.9086 -3.3650 6.1291 0.0310 0.0489 0.0369 -0.4538
C 2.1584 -2.7807 7.3965 -0.0950 -0.1455 0.0172 -0.5646
H 5.5217 -2.4569 10.1439 -0.0135 0.0361 -0.0128 0.2387
H 5.6410 -3.4803 8.7072 0.0764 -0.0202 -0.0338 0.2878
H 7.0410 -2.5132 9.2337 0.0191 -0.0254 -0.0098 0.3382
H 7.1056 -1.7267 7.1447 -0.0385 -0.0902 -0.0197 0.4237
H 6.3937 -0.1102 7.1505 0.0291 -0.0059 -0.0015 0.3794
H 5.7944 -1.1441 5.0787 -0.0044 0.0017 -0.0173 0.3312
H 4.3590 -0.9376 6.0949 0.0073 0.0855 -0.0077 0.1607
H 4.8189 -3.3236 6.7496 0.0119 -0.0093 0.0519 0.1245
H 4.0119 -4.4170 4.8717 -0.0286 -0.0066 -0.0477 0.3645
H 4.4058 -3.0257 3.8794 -0.0269 0.0469 -0.0050 0.3809
H 2.0644 -3.1271 4.1551 0.0210 -0.0334 -0.0069 0.3270
H 2.5721 -1.7176 5.0774 0.1024 0.0218 0.1141 0.2816
H 2.3402 -1.7059 7.3210 0.0700 0.0227 -0.0205 0.2722
H 2.9995 -3.2605 7.9014 0.0867 0.1023 0.0104 0.1911
H 1.2725 -2.9413 8.0097 -0.0216 -0.0035 -0.0490 0.2848
```
Positions in Å, forces in eV/Å.

Calculated values
F_max: 0.03145 Eh/bohr
Electronic energy: -1731.48455 hartree
2S+1: 1
Total charge: +1
Orbital gap: 0.21460 Eh